1.
ORCA calculation (the ωB97M-V functional and the def2-TZVPD basis) on a structure of composition C34H27Cl3F2N3O3PtSi.

Kohn-Sham gap (alpha / beta): 7.345 / 5.330 eV
E_HOMO (alpha / beta): -0.3592 / -0.4104 Eh
E_tot: -100426.868 eV
Spin multiplicity: 5
Relative energy (zero: lowest compared OMol25 entry of this formula, charge and spin): 0.0 kcal per mole
Total charge: +1

Element x y z (Å)
Pt -1.854 -0.301 0.204
F 2.227 -3.445 2.067
C 1.442 -2.372 2.267
C 0.382 -2.144 1.410
C -0.412 -1.026 1.614
C -0.159 -0.146 2.677
C 0.933 -0.430 3.498
F 1.261 0.396 4.512
C 1.744 -1.531 3.319
C -1.034 1.037 2.847
C -1.084 1.833 3.992
C -1.959 2.902 4.046
C -2.779 3.179 2.963
C -2.693 2.350 1.864
N -1.853 1.315 1.811
H 0.197 -2.843 0.602
H 2.585 -1.714 3.971
H -0.448 1.609 4.831
H -2.002 3.516 4.936
H -3.471 4.009 2.966
H -3.309 2.505 0.988
N -3.645 -1.074 1.584
C -3.907 -2.522 1.455
C -4.242 -2.925 0.022
C -3.040 -2.888 -0.904
O -2.574 -3.878 -1.415
O -2.557 -1.676 -1.120
H -3.341 -0.868 2.531
H -4.483 -0.526 1.410
H -4.729 -2.824 2.108
H -3.010 -3.042 1.795
H -5.012 -2.256 -0.374
H -4.642 -3.937 0.018
O -0.428 0.662 -1.017
Si 1.144 0.443 -1.037
C 2.040 1.134 0.420
C 1.569 2.355 0.920
C 2.146 2.935 2.038
C 3.207 2.303 2.676
C 3.682 1.091 2.199
C 3.099 0.508 1.081
C 1.868 0.848 -2.737
C 1.033 0.767 -3.868
C 1.507 1.154 -5.107
C 2.828 1.576 -5.240
C 3.681 1.611 -4.137
C 3.215 1.221 -2.898
C 1.637 -1.338 -1.562
C 2.942 -1.866 -1.499
C 3.129 -3.228 -1.577
C 2.035 -4.065 -1.813
C 0.756 -3.541 -1.995
C 0.564 -2.175 -1.930
H 0.731 2.847 0.437
H 1.770 3.878 2.415
H 3.659 2.755 3.550
H 4.498 0.591 2.704
H 3.455 -0.460 0.754
H 0.010 0.434 -3.750
H 0.863 1.114 -5.975
H 3.201 1.869 -6.213
H 4.704 1.943 -4.256
H 3.875 1.247 -2.038
H 3.788 -1.207 -1.358
H 4.119 -3.652 -1.470
H 2.189 -5.134 -1.881
H -0.092 -4.188 -2.175
H -0.428 -1.766 -2.062
Cl -4.873 3.013 -3.948
C -3.418 3.127 -2.961
Cl -1.971 2.872 -3.948
Cl -3.336 4.698 -2.151
C -3.455 2.085 -1.934
N -3.472 1.252 -1.147

2.
ORCA calculation (the ωB97M-V functional and the def2-TZVPD basis) on an isolated molecule of C5H6O2.

Kohn-Sham gap: 9.504 eV
E_HOMO: -0.3247 Eh
E_tot: -9371.498 eV
SMILES: OC1C=COC=C1
Relative energy (zero: lowest compared OMol25 entry of this formula, charge and spin): 129.1 kcal per mole
Total charge: 0

Element x y z (Å)
O -2.146 0.859 0.073
C -1.007 -0.141 0.133
C 0.013 -0.572 1.195
C 1.273 -0.339 0.806
O 1.893 0.122 -0.262
C 1.014 0.169 -1.360
C -0.359 -0.013 -1.236
H -1.511 1.440 0.909
H -1.636 -0.831 -0.024
H -0.251 -1.215 2.283
H 1.950 -0.271 1.681
H 1.746 0.513 -2.154
H -0.980 0.280 -2.044